1.
# C22H44I2N8O6

A 7-piece molecular cluster, C22H44I2N8O6 overall (ωB97M-V with the def2-TZVPD basis set, OMol25).

Values from the calculation:
Net charge: 0
Frontier orbital gap (eV): 7.9
F_max (eV/Å): 0.84
E (eV): -63933.467
SMILES: N#C[C@@H](I)[C@@H](I)C#N.CN(C)C=O.CN(C)C=O.CN(C)C=O.CN(C)C=O.CN(C)C=O.CN(C)C=O
Energy above the lowest of the compared OMol25 structures with the same formula, charge and spin (kcal/mol): 0.0

Each line ends with the Mulliken charge.
Cartesian coordinates (Å):
N  1.79786  0.76085  0.84491  -0.39
C  1.68288  0.18422  1.83022  0.07
C  1.74532  -0.55218  3.07594  -0.26
I  3.42858  -1.88865  3.07243  0.26
C  1.76941  0.42774  4.27505  -0.35
I  0.89139  -0.48152  5.99531  0.16
C  3.10868  0.89373  4.60047  0.07
N  4.19054  1.16174  4.87156  -0.38
H  0.85781  -1.17088  3.15200  0.42
H  1.17013  1.30560  4.03768  0.45
C  7.47464  -2.87306  1.88066  0.18
O  7.87607  -3.69411  1.08016  -0.61
N  8.06404  -2.59478  3.05969  0.12
C  7.54294  -1.59811  3.97870  -0.93
C  9.26927  -3.32431  3.41550  -0.96
H  6.56573  -2.27185  1.69520  0.23
H  8.29067  -0.81983  4.13995  0.34
H  7.30042  -2.06832  4.93372  0.31
H  6.64360  -1.14094  3.57159  0.31
H  10.04400  -3.15492  2.66725  0.29
H  9.06235  -4.39430  3.45200  0.29
H  9.62323  -2.98928  4.38712  0.39
C  1.96661  -1.45570  -3.77931  0.28
O  2.01848  -1.86683  -4.92470  -0.68
N  2.44981  -2.10876  -2.70905  0.18
C  2.35553  -1.56446  -1.36833  -0.92
C  3.08517  -3.40023  -2.91175  -0.99
H  1.50495  -0.48647  -3.52165  0.15
H  3.35454  -1.44040  -0.94554  0.33
H  1.78259  -2.24509  -0.73329  0.32
H  1.85957  -0.59805  -1.38454  0.33
H  3.93865  -3.29620  -3.58179  0.31
H  2.37993  -4.09643  -3.36673  0.31
H  3.42051  -3.79432  -1.95585  0.37
C  -2.02855  0.34142  -7.47765  0.06
O  -2.98435  1.06148  -7.24241  -0.64
N  -0.82270  0.44640  -6.90066  0.16
C  0.28014  -0.45003  -7.22693  -0.48
C  -0.61537  1.49200  -5.91698  -1.03
H  -2.08224  -0.48453  -8.20944  0.34
H  0.60245  -0.97814  -6.32966  0.26
H  1.11634  0.12844  -7.62064  0.27
H  -0.02929  -1.17093  -7.97723  0.03
H  -1.31107  1.36913  -5.08532  0.30
H  -0.79447  2.47046  -6.36477  0.33
H  0.40623  1.44256  -5.54808  0.38
C  0.79237  -2.39782  -10.53400  0.09
O  1.49252  -1.58001  -9.97113  -0.57
N  -0.24070  -2.08914  -11.34336  0.14
C  -1.04700  -3.10518  -11.98827  -0.92
C  -0.54792  -0.68614  -11.57012  -0.85
H  0.94657  -3.48485  -10.42161  0.30
H  -0.99163  -2.99723  -13.07352  0.33
H  -2.08969  -3.01193  -11.67779  0.33
H  -0.68695  -4.09489  -11.71544  0.30
H  0.31225  -0.18203  -12.01144  0.30
H  -0.77962  -0.19462  -10.62454  0.20
H  -1.40049  -0.60380  -12.23929  0.38
C  -1.94507  1.94360  6.33210  0.15
O  -0.98451  2.57199  5.91464  -0.66
N  -2.82437  2.38854  7.23759  0.15
C  -3.95458  1.58979  7.69363  -0.80
C  -2.64100  3.72187  7.78309  -0.99
H  -2.17119  0.92314  5.97791  0.29
H  -4.89899  2.09710  7.47975  0.38
H  -3.88108  1.43383  8.77183  0.27
H  -3.94860  0.62221  7.19444  0.28
H  -2.66749  4.46168  6.98197  0.31
H  -1.67195  3.79464  8.27817  0.32
H  -3.43226  3.93113  8.49845  0.36
C  -7.94658  2.60301  8.06093  0.14
O  -6.78836  2.21926  8.05974  -0.60
N  -8.38379  3.69802  7.42046  0.09
C  -9.77395  4.10969  7.45461  -0.91
C  -7.42555  4.49290  6.66912  -0.88
H  -8.74236  2.06598  8.60143  0.23
H  -10.18370  4.13019  6.44331  0.33
H  -9.85902  5.10657  7.89062  0.33
H  -10.35458  3.41294  8.05489  0.29
H  -6.96218  3.88386  5.89240  0.28
H  -6.63917  4.85497  7.33225  0.27
H  -7.93238  5.33854  6.21238  0.37

---

2.
# C22H44MgNO22

C22H44MgNO22 as an isolated structure in a non-equilibrium geometry (ωB97M-V with the def2-TZVPD basis set, OMol25).

Values from the calculation:
Net charge: +1
Frontier orbital gap (eV): 7.6
F_max (eV/Å): 1.92
E (eV): -75501.809
Energy above the lowest of the compared OMol25 structures with the same formula, charge and spin (kcal/mol): 0.0

Each line ends with the Mulliken charge.
Cartesian coordinates (Å):
Mg  0.49425  -2.60098  0.78185  1.40
N  -0.34272  -0.37411  -0.11916  1.02
O  -1.01578  -1.18195  0.61548  -0.55
O  -0.78521  0.64541  -0.56646  -0.54
O  0.88184  -0.73636  -0.30915  -0.78
C  2.80809  5.61699  -0.59866  -0.60
C  2.31411  4.34644  -1.30896  -0.21
C  3.60535  3.78561  -1.93615  -0.03
O  4.56737  4.84601  -1.94153  -0.46
C  3.96461  6.04319  -1.49216  -0.46
H  3.16121  5.37408  0.41104  0.27
H  2.03653  6.37395  -0.47297  0.36
H  1.59281  4.63864  -2.07782  0.27
H  1.86250  3.60708  -0.64910  0.09
H  3.43262  3.41601  -2.94617  0.20
H  3.99754  2.99826  -1.29487  0.00
H  3.60973  6.63158  -2.34930  0.26
H  4.72836  6.62793  -0.97910  0.31
C  -8.33891  -1.09672  -1.25532  -0.63
O  -7.34629  -0.08889  -1.20276  -0.34
C  -6.10860  -0.53388  -1.11711  0.74
O  -5.77662  -1.68148  -0.98150  -0.56
O  -5.29682  0.49873  -1.20559  -0.31
C  -3.91976  0.26806  -0.97897  -0.56
H  -8.28959  -1.76054  -0.39074  0.28
H  -8.22692  -1.71760  -2.14683  0.30
H  -9.31684  -0.63020  -1.27523  0.23
H  -3.49210  -0.50703  -1.62181  0.31
H  -3.71596  -0.00114  0.05733  0.34
H  -3.41652  1.19646  -1.22150  0.20
C  -2.00938  3.49142  0.55141  -0.41
O  -2.07081  4.86410  0.18767  -0.27
C  -2.99989  5.56579  0.84570  0.69
O  -3.84912  5.10391  1.52603  -0.52
O  -2.80953  6.85399  0.60731  -0.32
C  -3.76318  7.72246  1.20592  -0.65
H  -1.11129  3.12458  0.06281  0.10
H  -2.88816  2.92950  0.25940  0.22
H  -1.82572  3.40260  1.62472  0.34
H  -3.51756  8.73191  0.88558  0.22
H  -3.65148  7.71917  2.29304  0.30
H  -4.77511  7.46155  0.91606  0.30
C  0.58626  -5.23414  3.86976  -0.55
O  -0.54908  -5.67998  3.12409  -0.40
C  -1.04695  -4.85980  2.21999  0.52
O  -0.57467  -3.77565  1.94395  -0.01
O  -2.12329  -5.27440  1.66170  -0.21
C  -2.60261  -6.63012  1.87586  -0.77
H  0.95695  -6.10713  4.38928  0.33
H  0.26662  -4.44678  4.54603  0.32
H  1.36452  -4.85900  3.20768  0.13
H  -3.33966  -6.82011  1.10510  0.26
H  -3.06534  -6.70398  2.85540  0.33
H  -1.78417  -7.33746  1.76909  0.37
C  -2.51177  -4.32014  -1.46396  -0.51
O  -1.50355  -4.05272  -2.45215  -0.36
C  -0.34463  -3.69650  -2.01494  0.78
O  -0.05077  -3.56214  -0.82629  -0.48
O  0.47720  -3.48758  -2.99973  -0.37
C  1.86340  -3.34288  -2.68254  -0.46
H  -2.24121  -5.21723  -0.90819  0.23
H  -3.42428  -4.48515  -2.01501  0.27
H  -2.65356  -3.49596  -0.77240  0.22
H  2.37722  -3.09171  -3.59785  0.31
H  2.25992  -4.25827  -2.23796  0.35
H  2.02030  -2.54243  -1.95005  0.02
C  -0.16833  0.58111  3.07352  -0.45
O  1.18660  0.34490  3.46109  -0.39
C  1.73043  -0.77440  3.14683  0.68
O  1.19948  -1.67237  2.50154  -0.09
O  2.94700  -0.82099  3.63337  -0.37
C  3.69451  -2.00629  3.39003  -0.48
H  -0.79235  -0.29685  3.20660  0.25
H  -0.20188  0.94691  2.04910  0.06
H  -0.52924  1.37925  3.71620  0.37
H  3.82496  -2.18770  2.32342  0.09
H  3.21202  -2.86253  3.86313  0.25
H  4.66895  -1.85961  3.83999  0.26
C  4.40215  -1.09182  -0.45235  -0.25
O  4.44646  0.13989  -1.17488  -0.18
C  5.29696  0.13936  -2.21676  0.66
O  6.00795  -0.77874  -2.51217  -0.60
O  5.22471  1.30493  -2.81539  -0.15
C  5.87740  1.44938  -4.08512  -0.78
H  3.40957  -1.16768  -0.01038  -0.38
H  5.15581  -1.05064  0.34047  0.36
H  4.63902  -1.93722  -1.09642  0.39
H  6.87066  1.01505  -4.08815  0.34
H  5.88802  2.51830  -4.27383  0.21
H  5.25522  0.99452  -4.85914  0.33

---

| no. | HOMO energy (eV) |
| --- | --- |
| 1 | -8.5 |
| 2 | -10.7 |